No. 1
Here is a molecular structure, C35H40CdN4O3S4Si from the Open Molecules 2025 dataset. Energies are from wB97M-V/def2-TZVPD.

Structure (XYZ):
```
88
Properties=species:S:1:pos:R:3:forces:R:3:lowdin_charge:R:1
Cd -0.9102 -0.0269 0.1009 -0.11 -0.41 0.40 1.210
C 2.6920 -3.5030 3.3385 0.01 0.01 0.01 -0.133
C 1.5540 -2.9097 3.8706 0.00 -0.01 0.02 -0.110
C 1.0546 -1.7337 3.3325 -0.02 -0.01 -0.01 -0.055
C 1.6814 -1.1166 2.2456 0.07 0.02 -0.10 -0.312
C 2.8147 -1.7358 1.6969 -0.02 0.01 0.04 -0.069
C 3.3142 -2.9059 2.2474 -0.01 -0.01 0.00 -0.119
N 1.1113 0.0312 1.6979 0.02 -0.05 -0.15 0.039
C 1.8188 1.1181 1.5048 0.07 0.04 0.05 -0.268
C 3.1966 1.3074 1.9212 -0.14 -0.05 0.01 -0.048
C 3.8560 2.4611 1.6706 0.02 0.07 -0.05 -0.097
C 3.2436 3.5586 0.9918 0.04 -0.01 0.03 -0.104
C 1.9396 3.4660 0.6431 -0.03 -0.02 -0.01 -0.034
C 1.1897 2.2853 0.9139 -0.05 0.02 0.08 -0.236
N -0.1252 2.1845 0.6689 0.00 0.14 -0.28 -0.029
N -0.7724 3.2271 0.3003 -0.01 -0.10 0.13 0.038
C -2.1316 2.9933 0.1072 0.08 0.04 -0.01 -0.348
C -2.8896 4.1015 -0.3047 0.00 0.02 0.00 -0.035
C -4.2401 3.9555 -0.5063 -0.03 -0.01 0.00 -0.098
C -4.8262 2.7082 -0.2944 0.03 0.02 0.01 -0.092
C -4.0038 1.6736 0.1075 -0.02 -0.06 0.00 -0.153
N -2.6944 1.7970 0.3118 0.10 0.08 -0.15 0.048
H 3.0815 -4.4217 3.7604 -0.01 -0.01 -0.01 0.085
H 1.0442 -3.3717 4.7084 -0.01 0.00 0.00 0.091
H 0.1538 -1.2780 3.7254 0.01 0.01 0.02 0.106
H 3.2794 -1.2802 0.8278 0.03 -0.01 -0.02 0.042
H 4.1912 -3.3680 1.8063 0.01 0.01 0.00 0.098
H 3.7010 0.4907 2.4171 0.01 0.02 0.02 0.097
H 4.8951 2.5482 1.9714 0.00 -0.01 0.00 0.098
H 3.8280 4.4324 0.7377 0.01 -0.01 -0.01 0.091
H 1.4364 4.2649 0.1177 -0.01 0.00 0.01 0.098
H -2.3758 5.0396 -0.4594 0.01 0.01 0.00 0.100
H -4.8387 4.7989 -0.8306 0.00 0.00 0.00 0.095
H -5.8825 2.5382 -0.4480 -0.01 0.00 0.01 0.088
H -4.4105 0.6850 0.2767 0.01 -0.02 -0.03 0.076
C 2.6354 -3.5568 -1.6746 0.01 -0.03 -0.02 -0.276
S 0.8593 -3.5502 -1.4458 -0.16 0.04 -0.15 0.788
C 0.8303 -4.5930 0.0132 0.03 -0.04 0.00 -0.257
O 0.2992 -4.3978 -2.5531 0.06 0.06 0.05 -0.571
H 2.9246 -4.5711 -1.9555 0.03 0.01 0.02 0.052
H 3.1184 -3.2335 -0.7541 0.02 0.03 0.02 0.026
H 2.8696 -2.8396 -2.4581 0.00 0.00 -0.03 0.021
H 1.2803 -4.0582 0.8492 0.01 0.01 0.03 0.031
H 1.3638 -5.5188 -0.2079 0.00 -0.02 0.02 0.053
H -0.2167 -4.7925 0.2312 -0.01 0.00 0.01 0.038
C 6.0304 0.3634 -0.7789 -0.01 0.03 0.02 -0.175
O 5.5152 1.3189 -1.6871 0.01 -0.03 -0.04 -0.300
C 4.2126 1.2147 -2.1107 0.03 0.02 0.19 -1.398
S 3.7773 2.4126 -3.2014 0.02 -0.06 0.00 0.401
S 3.2459 -0.0256 -1.4868 0.06 0.10 -0.22 0.549
H 7.0798 0.6351 -0.6472 -0.01 -0.01 0.01 0.077
H 5.9451 -0.6511 -1.1725 0.01 0.00 -0.01 0.060
H 5.5052 0.3990 0.1781 -0.01 -0.01 0.00 0.051
C 1.7147 -1.4508 -8.6670 -0.02 0.02 0.02 -0.040
C 0.6175 -1.8730 -9.6089 0.03 -0.02 -0.03 -0.755
O 0.8285 -2.1497 -10.7669 -0.01 0.02 0.00 -0.040
S -1.0620 -2.0100 -9.0273 0.03 0.00 -0.03 1.002
C -1.0076 -1.5309 -7.3244 -0.06 0.00 0.07 -0.596
C -0.7786 -2.4811 -6.3315 0.03 0.00 -0.03 -0.102
C -0.7360 -2.1100 -4.9997 -0.04 0.00 0.01 -0.012
C -0.9326 -0.7715 -4.6272 0.04 0.04 0.01 -0.252
C -1.1707 0.1731 -5.6350 0.02 0.00 0.02 -0.031
C -1.2139 -0.2013 -6.9651 0.01 -0.01 -0.02 -0.119
C -0.8865 -0.3881 -3.2550 0.02 -0.08 0.03 -0.212
C -0.8045 -0.1225 -2.0694 -0.06 0.18 -0.02 -0.142
H 2.3479 -0.7361 -9.1903 0.02 -0.01 -0.01 0.086
H 2.3166 -2.3330 -8.4432 0.00 -0.01 0.02 0.093
H 1.3568 -1.0267 -7.7343 0.01 0.00 -0.01 0.066
H -0.6180 -3.5155 -6.6101 -0.01 -0.01 0.01 0.103
H -0.5487 -2.8494 -4.2300 0.02 -0.02 0.01 0.089
H -1.3042 1.2082 -5.3504 -0.01 0.00 -0.01 0.114
H -1.3889 0.5387 -7.7366 -0.01 0.00 0.00 0.098
C -4.3771 -1.4753 2.1452 0.00 0.00 0.02 -0.213
Si -3.0501 -2.7189 1.6269 0.01 0.02 0.06 0.347
C -3.9391 -3.9016 0.4515 -0.01 -0.01 -0.02 -0.200
C -2.6713 -3.6893 3.2094 0.01 -0.03 0.01 -0.205
C -1.5230 -2.0539 0.8810 -0.08 0.10 0.00 -0.388
H -5.1563 -1.9590 2.7420 -0.01 0.00 0.02 0.015
H -4.8573 -1.0478 1.2637 -0.03 0.01 -0.01 -0.006
H -3.9531 -0.6549 2.7285 0.01 0.02 0.00 0.023
H -4.7623 -4.4282 0.9428 -0.03 0.01 0.00 0.014
H -3.2478 -4.6443 0.0471 0.01 -0.03 0.02 0.017
H -4.3492 -3.3504 -0.3985 0.00 0.01 -0.03 0.023
H -3.5771 -4.1062 3.6593 -0.01 -0.01 0.02 0.012
H -2.1919 -3.0418 3.9488 0.00 0.02 0.01 0.014
H -1.9800 -4.5103 3.0030 0.01 -0.02 -0.01 0.017
H -0.6869 -2.3041 1.5398 0.02 -0.03 -0.02 -0.068
H -1.3635 -2.5887 -0.0613 -0.01 -0.01 -0.01 -0.079
```
Positions in Å, forces in eV/Å.

Output
- net charge = -2
- ΔE to the lowest compared entry with this formula, charge and spin (kcal per mole) = 19.3

=====

No. 2
Here is a molecular structure, C35H40ClIrN5OS7 from the Open Molecules 2025 dataset. Energies are from wB97M-V/def2-TZVPD.

Structure (XYZ):
```
90
Properties=species:S:1:pos:R:3:forces:R:3:lowdin_charge:R:1
Ir 0.6734 -0.7518 -0.0768 -0.17 0.30 0.10 0.534
C -1.7623 -2.6902 0.0252 0.01 -0.05 -0.06 -0.156
N -1.5027 -1.3271 -0.5370 0.04 0.11 -0.01 -0.251
C -2.5786 -0.5116 0.1128 0.01 -0.05 0.08 -0.182
C -2.6323 0.9616 -0.1773 0.06 -0.05 -0.01 -0.161
N -1.7406 1.7645 0.6360 0.06 0.03 0.04 -0.181
C -1.8216 3.1468 0.1964 0.03 0.02 0.01 -0.097
C -1.8555 1.5765 2.0542 0.02 -0.04 -0.02 -0.263
C -2.7592 2.3807 2.7573 0.01 0.01 0.00 -0.034
C -2.9072 2.3138 4.1278 0.01 -0.01 0.00 -0.089
C -2.1339 1.4040 4.8352 0.00 0.00 -0.01 -0.093
C -1.2497 0.5900 4.1586 -0.01 0.00 0.01 -0.148
C -1.0794 0.6377 2.7638 -0.01 -0.05 0.04 -0.555
S 0.1064 -0.6014 2.2476 -0.02 0.04 -0.01 0.575
C -1.7032 -1.4091 -2.0017 -0.03 0.06 -0.05 -0.270
C -2.9623 -1.7450 -2.5013 -0.01 0.03 0.01 -0.038
C -3.1894 -1.8689 -3.8578 0.04 0.01 -0.03 -0.081
C -2.1372 -1.6660 -4.7452 -0.03 0.00 0.03 -0.086
C -0.8843 -1.3602 -4.2598 -0.03 0.00 0.00 -0.120
C -0.6405 -1.2325 -2.8852 0.06 0.01 0.04 -0.569
S 1.0099 -0.8833 -2.3910 -0.02 -0.04 -0.11 0.600
H -2.8341 -2.8956 0.0121 0.00 0.00 -0.04 0.095
H -1.4088 -2.7202 1.0546 -0.01 0.01 0.00 0.045
H -1.2699 -3.4433 -0.5806 0.03 0.01 0.01 0.054
H -2.4891 -0.6831 1.1845 0.03 0.02 0.00 0.105
H -3.5334 -0.9409 -0.1908 -0.01 0.00 0.06 0.106
H -3.6796 1.2751 -0.0159 0.00 0.01 -0.04 0.134
H -2.4104 1.1492 -1.2334 0.04 -0.01 0.01 0.131
H -2.8494 3.5391 0.1680 -0.01 -0.02 0.00 0.084
H -1.4308 3.2156 -0.8228 0.04 0.00 0.00 0.082
H -1.2310 3.7882 0.8462 0.04 0.01 0.01 0.092
H -3.3582 3.0888 2.1990 0.00 0.00 0.00 0.105
H -3.6105 2.9614 4.6344 0.00 0.00 0.00 0.100
H -2.2163 1.3268 5.9116 0.00 0.00 0.00 0.103
H -0.6498 -0.1209 4.7133 0.00 0.00 0.00 0.087
H -3.7859 -1.9259 -1.8243 -0.01 0.00 -0.02 0.107
H -4.1753 -2.1288 -4.2185 0.00 0.00 0.00 0.103
H -2.2946 -1.7585 -5.8120 0.00 0.00 0.00 0.105
H -0.0539 -1.2208 -4.9407 0.00 0.00 0.00 0.099
S 6.5595 -4.8993 0.2511 -0.01 0.01 -0.02 0.591
C 5.2312 -3.9634 0.2044 0.02 -0.01 0.04 -1.495
S 3.6145 -4.5979 0.1033 0.00 0.01 -0.01 0.931
C 2.7765 -3.0705 0.1109 -0.08 -0.04 0.02 -1.075
C 3.5732 -1.9486 0.1805 0.02 0.07 0.01 -1.079
S 2.9106 -0.3956 0.2318 0.18 0.04 0.09 0.645
S 5.2890 -2.2232 0.2550 -0.01 0.00 -0.01 0.925
S 1.0886 -3.0012 0.0867 0.13 -0.32 0.09 0.663
C 5.6703 4.1957 -3.1450 -0.03 0.02 -0.02 -0.035
C 4.1582 3.9305 -3.1142 0.05 0.00 0.01 -0.507
C 3.5804 4.4018 -4.4563 0.00 -0.02 0.00 -0.041
C 3.9210 2.4178 -3.0237 -0.02 -0.03 -0.02 -0.025
C 3.4983 4.7075 -1.9297 0.01 0.01 -0.05 -0.420
O 3.4259 6.1056 -2.2651 0.01 -0.06 -0.03 -0.020
C 4.2592 4.6469 -0.5889 -0.07 0.01 -0.04 -0.111
C 4.7218 3.3222 0.0294 -0.03 0.00 0.05 -0.143
C 5.1184 3.4976 1.4801 0.01 -0.02 -0.01 -0.211
C 4.7130 2.5759 2.4399 0.00 0.01 -0.02 -0.028
C 5.0730 2.7114 3.7722 0.00 0.00 0.01 -0.095
C 5.8524 3.7890 4.1531 0.00 -0.01 0.01 -0.673
Cl 6.3076 3.9757 5.8217 0.00 0.00 -0.01 0.654
C 6.2738 4.7223 3.2223 0.00 0.01 -0.02 -0.101
C 5.9037 4.5700 1.8948 0.03 -0.01 0.01 -0.033
C 1.9886 4.4075 -1.7810 -0.06 0.04 0.02 -0.029
N 1.5909 3.3094 -0.9193 0.09 -0.04 -0.04 -0.081
C 1.1795 2.0951 -1.2751 -0.15 0.04 -0.03 -0.185
N 0.8842 1.4006 -0.1924 -0.28 -0.08 -0.18 -0.153
C 1.1387 2.2626 0.8326 0.13 0.01 0.02 -0.228
N 1.5650 3.4318 0.4268 -0.04 -0.04 0.03 0.160
H 6.1003 3.7283 -4.0322 0.00 0.00 0.00 0.092
H 6.1852 3.7874 -2.2768 0.00 0.00 -0.01 0.076
H 5.9031 5.2623 -3.2088 -0.01 0.01 0.00 0.088
H 4.0307 3.8156 -5.2595 0.00 0.00 0.00 0.091
H 3.7843 5.4538 -4.6443 0.01 0.01 0.01 0.086
H 2.5005 4.2551 -4.5190 0.03 0.01 -0.02 0.080
H 4.5202 1.9183 -3.7875 0.00 -0.01 0.00 0.097
H 2.8798 2.1646 -3.2345 0.12 0.01 -0.02 0.066
H 4.1901 1.9852 -2.0608 -0.02 0.01 -0.05 0.070
H 4.3225 6.4392 -2.3746 0.01 0.00 0.00 0.093
H 3.6363 5.1708 0.1389 -0.02 -0.01 0.01 0.129
H 5.1418 5.2761 -0.7325 0.01 0.02 0.02 0.110
H 5.5763 2.9202 -0.5223 -0.02 0.01 0.00 0.113
H 3.9484 2.5580 -0.0229 -0.06 0.00 0.05 0.067
H 4.1001 1.7336 2.1466 -0.05 -0.06 -0.04 0.086
H 4.7472 1.9902 4.5091 0.00 0.00 0.00 0.108
H 6.8837 5.5585 3.5353 0.00 0.00 0.00 0.105
H 6.2408 5.3080 1.1775 0.00 0.00 0.00 0.111
H 1.5429 4.2122 -2.7547 0.01 0.06 0.02 0.126
H 1.5352 5.3112 -1.3787 -0.02 -0.03 0.03 0.144
H 1.0943 1.7288 -2.2845 0.00 0.01 0.06 0.084
H 1.0096 2.0042 1.8694 -0.02 -0.03 0.02 0.105
```
Positions in Å, forces in eV/Å.

Output
- <S²> = 0.77
- ΔE to the lowest compared entry with this formula, charge and spin (kcal per mole) = 26.1
- 2S+1 = 2